{"formula": "C50H49N8O2RuS3", "method": "ωB97M-V/def2-TZVPD", "symbols": ["Ru", "N", "S", "N", "S", "N", "S", "N", "C", "C", "C", "C", "C", "C", "C", "C", "C", "C", "C", "C", "C", "C", "C", "C", "C", "C", "C", "C", "C", "C", "C", "C", "C", "C", "C", "C", "C", "C", "C", "C", "C", "C", "C", "C", "H", "H", "H", "H", "H", "H", "H", "H", "H", "H", "H", "H", "H", "H", "H", "H", "H", "H", "H", "H", "H", "H", "H", "H", "H", "H", "H", "H", "H", "H", "N", "C", "C", "C", "C", "N", "C", "N", "N", "C", "O", "O", "H", "H", "H", "H", "H", "H", "H", "H", "H", "H", "H", "H", "H", "H", "C", "C", "C", "C", "C", "C", "C", "C", "H", "H", "H", "H", "H"], "xyz": [[-1.000, 1.217, -0.780], [-0.702, 1.259, 1.075], [-0.134, 0.749, 2.379], [1.339, 0.095, 2.286], [1.833, -1.300, 1.645], [2.230, -1.226, 0.121], [2.171, 0.141, -0.730], [0.839, 0.593, -1.238], [3.186, 1.346, 0.102], [4.397, 0.882, 0.604], [5.237, 1.778, 1.242], [4.861, 3.110, 1.368], [3.640, 3.551, 0.874], [2.788, 2.664, 0.236], [3.146, -0.312, -2.155], [3.042, -1.583, -2.696], [3.723, -1.864, -3.870], [4.479, -0.881, -4.495], [4.560, 0.392, -3.948], [3.889, 0.685, -2.771], [0.631, -2.585, 1.676], [0.709, -3.600, 2.636], [-0.136, -4.688, 2.521], [-1.044, -4.774, 1.470], [-1.103, -3.766, 0.511], [-0.258, -2.679, 0.598], [3.231, -1.702, 2.585], [3.274, -1.363, 3.943], [4.353, -1.775, 4.703], [5.378, -2.516, 4.126], [5.327, -2.842, 2.770], [4.257, -2.452, 1.994], [-1.278, -0.294, 3.229], [-0.913, -0.875, 4.441], [-1.851, -1.618, 5.131], [-3.127, -1.787, 4.604], [-3.467, -1.222, 3.383], [-2.545, -0.462, 2.684], [0.109, 2.177, 3.399], [-0.190, 2.181, 4.755], [-0.057, 3.363, 5.465], [0.364, 4.521, 4.828], [0.639, 4.507, 3.466], [0.506, 3.337, 2.742], [4.675, -0.157, 0.482], [6.185, 1.438, 1.636], [5.534, 3.814, 1.839], [3.355, 4.589, 0.978], [1.833, 2.973, -0.172], [2.452, -2.334, -2.186], [3.662, -2.858, -4.293], [5.011, -1.105, -5.409], [5.142, 1.163, -4.433], [3.947, 1.673, -2.332], [1.425, -3.530, 3.446], [-0.085, -5.481, 3.255], [-1.701, -5.631, 1.396], [-1.823, -3.815, -0.297], [-0.290, -1.885, -0.134], [2.481, -0.761, 4.367], [4.403, -1.513, 5.751], [6.215, -2.842, 4.727], [6.128, -3.416, 2.323], [4.191, -2.712, 0.945], [0.094, -0.757, 4.820], [-1.590, -2.074, 6.076], [-3.859, -2.364, 5.154], [-4.457, -1.376, 2.974], [-2.781, -0.006, 1.732], [-0.554, 1.291, 5.246], [-0.303, 3.378, 6.518], [0.467, 5.438, 5.391], [0.942, 5.415, 2.962], [0.674, 3.310, 1.675], [-1.369, 0.940, -2.906], [-2.576, 0.147, -3.219], [-2.555, -0.421, -4.647], [-1.396, -1.350, -5.057], [-1.278, -2.700, -4.336], [-2.520, -3.454, -4.331], [-2.863, -4.472, -5.086], [-4.048, -5.059, -4.881], [-2.064, -4.953, -6.047], [-2.840, -0.898, -2.099], [-3.638, -1.815, -2.339], [-2.252, -0.715, -0.998], [-1.404, 1.826, -3.400], [-0.535, 0.447, -3.218], [-3.437, 0.815, -3.141], [-2.533, 0.427, -5.335], [-3.506, -0.931, -4.804], [-0.436, -0.838, -4.936], [-1.518, -1.539, -6.126], [-1.001, -2.540, -3.292], [-0.478, -3.284, -4.792], [-3.184, -3.068, -3.633], [-4.668, -4.722, -4.165], [-4.359, -5.828, -5.445], [-1.186, -4.516, -6.257], [-2.343, -5.742, -6.603], [-2.336, 2.649, -0.768], [-3.001, 3.680, -0.821], [-3.816, 4.837, -0.815], [-4.046, 5.567, -1.990], [-4.852, 6.687, -1.960], [-5.439, 7.095, -0.768], [-5.219, 6.376, 0.401], [-4.410, 5.257, 0.385], [-3.582, 5.247, -2.913], [-5.036, 7.246, -2.868], [-6.069, 7.973, -0.750], [-5.690, 6.689, 1.323], [-4.225, 4.689, 1.287]], "forces_ev_per_angstrom": [[0.1, -0.5, 0.6], [-0.6, -0.2, -0.3], [1.1, -0.2, -0.5], [-0.9, 0.7, 0.9], [0.3, -1.1, -0.4], [0.2, 0.1, -0.3], [-0.2, -0.4, 0.0], [-0.1, 0.3, -0.1], [0.0, -0.2, -0.1], [0.0, 0.1, 0.0], [0.0, 0.0, 0.0], [0.0, 0.0, 0.0], [0.0, 0.1, 0.0], [-0.1, -0.2, -0.2], [0.1, 0.2, 0.2], [-0.1, -0.1, 0.2], [-0.1, 0.0, 0.0], [0.0, 0.0, 0.0], [0.0, 0.0, 0.0], [0.0, 0.0, 0.1], [0.1, 0.5, 0.1], [0.0, 0.2, 0.2], [0.0, 0.0, 0.0], [-0.1, 0.0, -0.1], [0.0, -0.1, 0.1], [0.0, 0.2, 0.0], [-0.3, 0.5, -0.2], [-0.2, 0.0, 0.1], [0.1, -0.1, 0.0], [0.0, 0.0, 0.1], [-0.1, 0.0, -0.1], [0.1, -0.1, -0.1], [-0.1, 0.0, 0.0], [0.2, -0.1, -0.2], [-0.1, -0.1, 0.0], [0.0, 0.0, 0.0], [-0.1, -0.1, 0.1], [0.2, 0.1, -0.1], [-0.2, 0.1, 0.1], [0.0, -0.1, -0.1], [0.0, 0.1, 0.0], [0.0, 0.0, 0.0], [0.0, 0.0, 0.0], [0.0, -0.2, -0.1], [0.1, 0.0, 0.0], [0.0, 0.0, 0.0], [0.0, 0.0, 0.1], [0.0, 0.0, 0.0], [0.0, 0.1, 0.0], [0.0, 0.0, 0.0], [0.0, 0.0, 0.0], [0.0, 0.0, 0.0], [0.0, 0.0, 0.0], [0.0, 0.0, 0.0], [0.0, -0.1, 0.0], [0.0, 0.0, 0.0], [0.0, 0.0, 0.0], [0.0, 0.0, 0.0], [-0.1, 0.0, -0.1], [0.1, 0.0, 0.0], [0.0, 0.0, 0.0], [0.0, 0.0, 0.0], [0.0, 0.0, 0.0], [0.0, 0.0, 0.0], [0.0, -0.1, 0.0], [0.0, 0.0, 0.0], [0.0, 0.0, 0.0], [0.0, 0.0, 0.0], [-0.1, 0.0, 0.0], [0.0, 0.1, 0.1], [0.0, 0.0, 0.0], [0.0, 0.0, 0.0], [0.0, 0.0, 0.0], [0.0, 0.1, 0.1], [0.0, 0.1, 0.1], [-0.2, -0.4, 0.1], [0.1, -0.1, 0.2], [-0.1, 0.0, 0.1], [0.1, 0.3, -0.1], [-0.3, 0.5, 0.7], [-0.1, -0.2, -0.1], [0.0, 0.0, 0.0], [0.0, 0.1, 0.1], [-0.2, -0.2, -0.5], [0.3, 0.0, -0.3], [0.6, 0.6, 0.4], [0.0, 0.1, 0.0], [0.1, 0.1, 0.0], [0.1, 0.1, 0.0], [-0.1, 0.0, 0.0], [0.0, 0.0, 0.0], [0.0, 0.0, -0.1], [0.1, 0.0, 0.0], [0.0, -0.1, 0.0], [0.0, 0.0, 0.1], [0.1, -0.2, -0.2], [0.0, 0.0, 0.0], [0.0, 0.0, 0.0], [0.0, 0.0, 0.0], [0.0, 0.0, 0.0], [0.1, 0.0, -0.2], [0.1, -0.3, 0.0], [-0.2, 0.3, 0.0], [0.1, -0.1, 0.1], [-0.1, 0.1, 0.0], [0.0, -0.1, 0.0], [-0.1, 0.1, 0.0], [0.1, -0.1, -0.1], [0.0, 0.0, 0.0], [0.0, 0.0, 0.0], [0.0, 0.0, 0.0], [0.0, 0.0, 0.0], [0.0, 0.0, 0.0]], "mulliken_spin": [3.142, 0.255, 0.049, 0.077, 0.420, 0.044, 0.026, 0.024, 0.074, -0.011, 0.005, 0.000, 0.001, -0.023, 0.013, 0.000, 0.003, 0.001, 0.002, -0.002, -0.076, 0.084, -0.052, 0.109, -0.079, 0.098, -0.129, 0.112, -0.066, 0.132, -0.060, 0.127, 0.033, 0.016, 0.001, 0.008, -0.004, -0.006, -0.006, 0.012, -0.007, 0.015, -0.013, 0.039, -0.006, 0.000, 0.000, 0.000, -0.001, -0.004, 0.000, 0.000, 0.000, -0.001, 0.025, -0.001, 0.011, -0.003, 0.104, 0.038, -0.002, 0.013, -0.002, 0.008, -0.001, -0.001, 0.000, 0.000, 0.010, 0.004, 0.000, 0.001, 0.000, 0.013, -0.008, -0.033, -0.004, -0.001, -0.007, 0.000, 0.000, 0.000, 0.000, 0.027, 0.015, 0.148, -0.002, 0.005, 0.001, 0.001, 0.001, 0.000, 0.000, 0.007, 0.000, 0.001, 0.000, 0.000, 0.000, 0.000, -0.058, 0.226, -0.034, 0.057, -0.027, 0.060, -0.026, 0.055, -0.001, -0.001, 0.003, -0.001, 0.001], "s_squared": 8.816, "e_lumo_ev": [-4.13, -6.17], "charge": 2, "multiplicity": 6, "de_lowest_kcal_mol": 12.08, "homo_ev": [-8.247, -12.547]}


{"formula": "C50H50ClN10O4Ta", "method": "ωB97M-V/def2-TZVPD", "symbols": ["Ta", "O", "C", "C", "C", "C", "C", "C", "C", "O", "N", "N", "C", "C", "C", "C", "C", "C", "C", "O", "H", "H", "H", "H", "H", "H", "H", "H", "H", "H", "C", "C", "C", "C", "C", "N", "C", "C", "C", "C", "C", "C", "C", "N", "C", "C", "C", "N", "C", "C", "N", "C", "C", "C", "N", "H", "H", "H", "H", "H", "H", "H", "H", "H", "H", "H", "H", "H", "H", "H", "H", "H", "H", "C", "C", "C", "C", "C", "O", "C", "C", "C", "C", "C", "C", "Cl", "C", "C", "C", "N", "C", "N", "C", "N", "H", "H", "H", "H", "H", "H", "H", "H", "H", "H", "H", "H", "H", "H", "H", "H", "H", "H", "H", "H", "H", "H"], "xyz": [[-1.105, -0.241, -1.219], [-5.432, 0.095, 2.200], [-4.460, -0.503, 2.897], [-4.826, -1.108, 4.096], [-3.878, -1.723, 4.887], [-2.532, -1.770, 4.503], [-2.167, -1.208, 3.305], [-3.117, -0.573, 2.479], [-2.655, 0.016, 1.239], [-1.460, -0.365, 0.706], [-3.380, 0.872, 0.582], [-2.714, 1.249, -0.589], [-3.063, 2.376, -1.108], [-2.292, 3.060, -2.128], [-2.758, 4.264, -2.678], [-1.960, 5.003, -3.520], [-0.663, 4.559, -3.794], [-0.189, 3.375, -3.255], [-1.011, 2.620, -2.442], [-0.561, 1.444, -1.922], [-5.017, 0.585, 1.467], [-5.868, -1.057, 4.395], [-4.182, -2.162, 5.835], [-1.790, -2.237, 5.144], [-1.133, -1.235, 2.974], [-3.922, 2.884, -0.666], [-3.756, 4.609, -2.418], [-2.324, 5.931, -3.948], [-0.015, 5.148, -4.439], [0.816, 3.017, -3.471], [-1.836, -5.251, 3.397], [-1.499, -4.451, 2.156], [-0.171, -4.261, 1.755], [0.134, -3.515, 0.632], [-0.872, -2.952, -0.142], [-0.561, -2.191, -1.341], [0.037, -2.929, -2.422], [0.341, -4.287, -2.323], [0.979, -4.977, -3.339], [1.324, -4.356, -4.532], [2.011, -5.103, -5.656], [0.938, -3.036, -4.671], [0.311, -2.339, -3.645], [-0.186, -1.012, -3.955], [0.160, -0.288, -5.034], [-0.850, 0.607, -5.300], [-1.779, 0.412, -4.283], [-1.393, -0.563, -3.450], [-2.178, -3.115, 0.272], [-2.489, -3.848, 1.406], [-3.255, -2.496, -0.468], [-4.542, -2.899, -0.541], [-5.213, -2.062, -1.399], [-4.249, -1.155, -1.832], [-3.065, -1.422, -1.285], [-1.393, -6.249, 3.344], [-1.433, -4.766, 4.294], [-2.917, -5.363, 3.528], [0.634, -4.702, 2.340], [1.169, -3.382, 0.330], [0.080, -4.821, -1.421], [1.199, -6.035, -3.201], [2.644, -5.905, -5.269], [1.275, -5.560, -6.324], [2.634, -4.438, -6.257], [1.103, -2.549, -5.630], [1.084, -0.474, -5.569], [-0.898, 1.322, -6.113], [-2.704, 0.950, -4.096], [-3.523, -3.914, 1.741], [-4.892, -3.770, -0.001], [-6.260, -2.106, -1.675], [-4.351, -0.330, -2.529], [2.708, 0.724, 2.256], [4.180, 1.185, 2.168], [5.055, -0.070, 1.996], [4.522, 1.819, 3.527], [4.499, 2.234, 1.028], [5.931, 2.415, 0.952], [3.986, 3.691, 1.280], [2.616, 4.354, 0.976], [1.467, 4.157, 1.953], [1.685, 4.272, 3.325], [0.666, 4.072, 4.248], [-0.612, 3.780, 3.799], [-1.896, 3.506, 4.930], [-0.877, 3.734, 2.444], [0.161, 3.921, 1.535], [4.295, 1.739, -0.439], [3.188, 0.804, -0.741], [1.899, 1.053, -0.856], [1.256, -0.094, -1.030], [2.252, -1.043, -1.073], [3.447, -0.534, -0.925], [2.523, 0.336, 3.265], [2.486, -0.101, 1.567], [1.993, 1.533, 2.095], [4.865, -0.753, 2.834], [6.118, 0.171, 1.992], [4.826, -0.611, 1.072], [4.483, 1.041, 4.295], [3.802, 2.594, 3.813], [5.532, 2.247, 3.568], [6.251, 2.807, 1.772], [4.703, 4.275, 0.706], [4.213, 3.910, 2.328], [2.281, 4.171, -0.053], [2.857, 5.418, 0.997], [2.682, 4.514, 3.693], [0.858, 4.155, 5.315], [-1.893, 3.557, 2.106], [-0.086, 3.944, 0.478], [5.190, 1.203, -0.705], [4.219, 2.598, -1.102], [1.454, 2.033, -0.763], [2.079, -2.104, -1.233]], "forces_ev_per_angstrom": [[0.3, -1.2, 0.5], [0.1, 0.1, -0.2], [0.1, -0.1, 0.0], [-0.1, -0.1, 0.2], [0.0, -0.1, 0.2], [0.0, -0.1, 0.1], [0.1, 0.0, -0.1], [0.6, 0.0, 0.1], [0.0, 0.1, -0.5], [-0.4, 0.4, 0.1], [0.3, 0.0, -0.4], [-0.1, -0.4, 0.1], [0.1, 0.2, 0.0], [-0.6, -0.1, 0.3], [-0.3, 0.0, 0.1], [0.1, 0.1, -0.1], [0.1, 0.1, -0.1], [0.4, 0.1, -0.2], [0.2, -0.7, 0.3], [0.1, 1.3, -0.6], [-0.2, 0.1, -0.1], [0.1, 0.0, 0.0], [0.0, 0.1, -0.2], [-0.1, 0.1, -0.1], [-0.1, 0.0, 0.0], [0.1, 0.0, -0.1], [0.1, 0.0, 0.0], [0.1, -0.1, 0.1], [-0.1, -0.1, 0.1], [-0.2, 0.1, 0.0], [0.1, 0.1, -0.1], [0.2, -0.2, 0.3], [0.1, -0.1, 0.1], [0.2, 0.0, 0.2], [0.1, 0.3, -0.9], [0.5, -0.7, -0.2], [-0.5, 0.2, 0.9], [0.1, -0.2, 0.2], [0.0, -0.3, 0.2], [0.2, -0.2, -0.2], [-0.1, 0.1, 0.1], [0.1, 0.2, -0.4], [-0.3, 0.6, -0.4], [0.2, -0.1, 0.4], [0.0, -0.1, -0.1], [-0.1, 0.4, -0.1], [-0.2, -0.1, -0.1], [0.3, -0.1, -0.2], [-0.7, 0.2, -0.4], [-0.5, 0.0, 0.2], [0.2, -0.2, -0.2], [0.1, -0.2, 0.2], [-0.3, 0.1, -0.1], [0.0, 0.1, -0.2], [0.0, 0.3, 0.5], [0.0, 0.1, 0.0], [-0.1, -0.1, -0.2], [0.2, 0.1, -0.1], [-0.1, 0.1, -0.1], [-0.2, 0.0, 0.1], [0.0, 0.0, 0.0], [0.0, 0.2, 0.0], [-0.1, 0.1, 0.0], [0.0, 0.0, 0.1], [-0.1, 0.0, 0.1], [-0.1, -0.1, 0.2], [-0.2, 0.0, 0.1], [0.0, -0.2, 0.2], [0.3, -0.1, 0.0], [0.2, 0.0, -0.1], [0.1, 0.2, -0.1], [0.3, 0.0, 0.1], [0.0, -0.1, 0.2], [0.0, 0.0, -0.1], [0.1, 0.0, -0.1], [0.0, -0.1, 0.0], [0.0, 0.0, 0.1], [0.0, -0.1, 0.1], [-0.2, -0.2, 0.1], [-0.1, 0.1, 0.1], [-0.1, -0.3, 0.1], [0.2, -0.2, 0.1], [0.1, -0.2, 0.2], [0.2, 0.1, 0.1], [0.0, 0.0, 0.0], [0.0, 0.0, 0.0], [0.0, -0.1, -0.2], [-0.1, 0.0, -0.1], [-0.5, -0.1, 0.2], [0.8, 0.2, -0.1], [0.4, -0.1, 0.5], [-1.1, -0.5, -0.1], [-0.1, 0.0, 0.1], [-0.7, 0.7, 0.3], [0.0, 0.1, -0.2], [0.0, 0.2, 0.0], [0.0, 0.1, 0.0], [0.0, 0.1, -0.2], [-0.1, 0.0, 0.0], [0.1, 0.1, 0.1], [0.0, 0.1, -0.1], [0.1, -0.2, 0.0], [-0.2, -0.1, 0.0], [0.0, 0.0, 0.0], [0.0, 0.1, -0.1], [0.1, 0.0, -0.2], [0.0, -0.1, 0.1], [0.0, 0.1, -0.1], [-0.2, 0.0, 0.0], [0.0, 0.0, -0.2], [0.1, 0.0, 0.0], [0.1, -0.1, -0.1], [0.2, -0.2, -0.1], [-0.1, 0.1, -0.1], [0.1, -0.1, 0.0], [0.1, 0.5, 0.0]], "mulliken_charge": [1.280, -0.671, 0.610, -0.845, -0.578, -0.901, -0.563, 0.424, 0.949, -0.439, -1.282, 0.191, -0.763, 0.870, -0.832, -0.895, -0.806, -0.692, 0.067, 0.923, 0.448, 0.527, 0.443, 0.579, 0.398, 0.618, 0.525, 0.457, 0.498, 0.581, -1.768, -0.050, -1.018, 0.206, -0.435, 1.848, 0.672, -0.285, -1.220, 0.131, -1.594, -0.621, 0.295, 0.291, -0.116, -1.391, -0.307, -0.378, 0.286, -0.278, 0.506, -0.008, -1.541, -0.145, 0.060, 0.499, 0.303, 0.352, 0.524, 0.525, 0.590, 0.430, 0.408, 0.309, 0.401, 0.472, 0.577, 0.495, 0.564, 0.175, 0.531, 0.481, 0.430, -1.062, 2.401, -1.887, -1.937, 1.595, -0.686, -1.578, -1.083, -0.291, 0.110, -0.967, 0.219, -0.219, -0.848, 0.076, -2.519, 1.384, -0.760, 0.232, -0.747, -0.878, 0.686, -0.134, -0.266, 0.470, 0.364, 0.325, 0.562, 0.431, 0.351, 0.541, 0.413, 0.770, 0.227, 0.560, 0.660, 0.466, 0.531, 0.526, 0.364, 0.446, 0.193, 0.627], "e_lumo_ev": -6.23, "charge": 2, "multiplicity": 1, "de_lowest_kcal_mol": 26.88, "homo_ev": -12.804}


Record order is preserved below.
Strongest force on any atom: 1.477; 1.491 eV/A